Entry 1:
24
Properties=species:S:1:pos:R:3 method="wB97M-V/def2-TZVPD" relative_energy_kj_mol=196.1 charge=+1 max_force_ev_per_a=4.0 e_tot_ev=-9907.684
C 2.72 0.36 -0.04
C 1.28 -0.22 -0.28
N 1.11 -1.64 0.07
C 0.12 0.51 0.53
N 0.13 1.87 0.28
N -1.18 -0.41 0.13
C -2.37 -0.44 1.04
C -1.65 -0.05 -1.27
H 3.37 -0.24 0.66
H 3.40 0.28 -0.87
H 2.73 1.42 0.26
H 1.14 0.03 -1.38
H 1.58 -1.83 0.96
H 1.60 -2.08 -0.66
H 0.21 0.39 1.61
H 0.26 2.13 -0.69
H -0.63 2.40 0.82
H -0.74 -1.28 -0.06
H -2.99 -1.26 0.60
H -2.03 -0.66 2.03
H -2.93 0.41 0.93
H -0.81 -0.29 -1.95
H -2.63 -0.42 -1.58
H -1.69 1.02 -1.15


Entry 2:
62
Properties=species:S:1:pos:R:3 method="wB97M-V/def2-TZVPD" relative_energy_kj_mol=251.3 charge=0 max_force_ev_per_a=2.0 e_tot_ev=-36032.164
C 2.53 -0.45 -0.25
C 1.13 -0.50 -0.92
C 0.03 -0.46 0.16
C -1.37 -0.15 -0.36
C -2.22 -1.17 -0.25
C -1.82 1.19 -0.90
C -3.07 1.09 -1.78
N 0.94 -1.76 -1.62
H 3.16 0.31 -0.71
H 2.53 -0.37 0.83
H 2.97 -1.44 -0.37
H 1.06 0.37 -1.58
H 0.09 -1.40 0.68
H 0.25 0.34 0.87
H -3.28 -1.28 -0.49
H -1.98 -2.19 0.04
H -1.94 1.97 -0.16
H -0.99 1.46 -1.56
H -3.24 0.09 -2.17
H -3.95 1.36 -1.19
H -3.14 1.86 -2.55
H 1.56 -1.97 -2.39
H -0.01 -1.87 -1.94
H 1.66 -0.53 3.67
H 0.36 -0.28 2.84
O 1.18 -0.81 2.89
H 0.52 3.76 -0.77
H 0.42 4.31 -2.36
O 0.93 3.96 -1.64
H -1.31 1.71 3.40
H -2.22 0.75 2.66
O -1.29 0.90 2.87
H -0.97 0.07 -4.22
H 0.35 -0.03 -3.49
O -0.38 -0.58 -3.81
H -0.53 -2.70 1.87
H 0.22 -2.64 3.24
O -0.62 -2.85 2.82
H 1.63 2.62 -2.79
H 2.56 1.53 -3.55
O 1.78 2.09 -3.60
H -4.88 0.77 0.72
H -3.78 0.03 1.52
O -4.42 0.76 1.57
H 2.95 2.06 0.75
H 2.28 1.06 1.75
O 2.47 1.99 1.60
H 3.63 2.57 -1.30
H 3.20 3.99 -0.94
O 3.63 3.20 -0.57
H 0.33 -5.00 0.25
H -0.10 -3.72 -0.34
O -0.17 -4.21 0.49
H 2.15 -3.54 -1.17
H 2.86 -3.80 0.13
O 2.70 -4.21 -0.73
H -2.22 -1.74 2.54
H -3.61 -2.29 2.23
O -3.15 -1.47 2.44
H -0.45 2.22 1.14
H 1.00 2.84 1.10
O 0.11 2.86 0.69


Entry 3:
58
Properties=species:S:1:pos:R:3 method="wB97M-V/def2-TZVPD" charge=+3 max_force_ev_per_a=3.2 e_tot_ev=-35264.186
C -1.58 -3.66 2.43
O -1.76 -2.47 3.20
C -1.23 -1.34 2.53
C -1.91 0.02 2.97
C -1.72 1.09 1.83
C -0.72 2.26 2.20
C 0.64 1.75 2.83
C 1.89 2.63 2.39
C 2.93 1.76 1.53
C 2.09 1.24 0.24
C 1.55 -0.19 0.14
C 0.73 -0.64 -1.00
C 0.19 -2.10 -0.96
C 0.35 -2.90 -2.32
C -0.97 -3.55 -2.88
N -2.21 -2.85 -2.49
C 0.48 0.34 -2.08
C -0.36 -0.04 -3.33
O -1.14 1.04 -3.85
O -2.38 0.99 -3.20
C 1.02 1.70 -1.94
C 1.82 2.20 -0.82
C 2.19 3.70 -0.98
O 2.99 4.37 -0.39
N 1.28 4.13 -2.02
C 0.94 2.97 -2.86
O 0.69 3.10 -4.00
H -2.06 -3.56 1.41
H -2.09 -4.52 2.92
H -0.49 -3.86 2.30
H -1.39 -1.48 1.43
H -0.12 -1.29 2.73
H -3.00 -0.23 3.10
H -1.55 0.37 3.97
H -2.74 1.50 1.57
H -1.38 0.57 0.89
H -1.26 2.90 2.95
H -0.57 2.88 1.27
H 0.76 0.66 2.57
H 0.53 1.87 3.94
H 1.50 3.41 1.68
H 2.37 3.16 3.24
H 3.22 0.86 2.20
H 3.86 2.39 1.22
H 1.79 -0.87 1.01
H -0.84 -2.06 -0.54
H 0.82 -2.64 -0.20
H 0.85 -2.29 -3.12
H 1.06 -3.75 -2.13
H -0.91 -3.49 -4.00
H -1.05 -4.65 -2.65
H -2.42 -3.01 -1.50
H -3.03 -3.21 -2.98
H 0.35 -0.33 -4.16
H -1.05 -0.92 -3.19
H -2.19 1.39 -2.33
H 0.40 4.52 -1.68
La 4.82 0.13 0.89


Entry 4:
39
Properties=species:S:1:pos:R:3 method="wB97M-V/def2-TZVPD" relative_energy_kj_mol=0.0 charge=0 max_force_ev_per_a=2.1 e_tot_ev=-45464.748
C 1.10 -1.32 -0.23
O 1.47 -0.66 -1.45
C 2.72 -0.04 -1.39
C 2.84 1.14 -0.42
C 2.24 2.48 -0.95
C 1.12 3.01 -0.04
C -0.14 2.22 -0.08
C -0.69 1.87 -1.25
C -1.85 1.17 -1.24
C -2.44 0.82 -2.57
O -3.01 1.63 -3.23
O -2.27 -0.45 -2.94
C -2.47 0.84 -0.08
C -1.88 1.19 1.06
N -0.75 1.87 1.04
H 1.73 -1.07 0.61
H 1.14 -2.39 -0.34
H 0.07 -1.08 -0.03
H 3.53 -0.74 -1.18
H 2.90 0.36 -2.38
H 3.88 1.33 -0.20
H 2.38 0.93 0.53
H 3.02 3.22 -0.91
H 1.91 2.36 -1.97
H 0.83 3.99 -0.41
H 1.47 3.11 0.97
H -0.24 2.14 -2.18
H -1.34 -0.71 -2.85
H -3.38 0.29 -0.09
H -2.30 0.95 2.02
H -0.33 2.14 1.92
C -1.79 -4.57 2.78
F -2.95 -4.33 3.39
F -1.01 -5.25 3.63
F -2.03 -5.36 1.74
S -0.98 -3.01 2.26
O -0.79 -2.27 3.48
O -1.94 -2.40 1.35
O 0.25 -3.44 1.63


Entry 5:
16
Properties=species:S:1:pos:R:3 method="wB97M-V/def2-TZVPD" relative_energy_kj_mol=54.6 charge=-1 max_force_ev_per_a=0.6 e_tot_ev=-15162.237
C 1.72 -0.90 -1.17
C 2.97 -0.04 -1.28
H 1.34 -1.17 -2.15
H 0.95 -0.34 -0.64
H 1.86 -1.84 -0.63
H 2.69 1.01 -1.28
H 3.65 -0.17 -0.43
H 3.57 -0.25 -2.18
C -2.62 -0.13 1.68
C -2.21 1.03 0.77
S -0.45 1.44 0.89
H -3.71 -0.29 1.68
H -2.28 0.03 2.70
H -2.16 -1.04 1.28
H -2.79 1.93 1.01
H -2.50 0.74 -0.25


Entry 6:
76
Properties=species:S:1:pos:R:3 method="wB97M-V/def2-TZVPD" relative_energy_kj_mol=0.0 multiplicity=2 charge=-1 max_force_ev_per_a=1.0 e_tot_ev=-112577.204
Cr -0.52 1.83 -0.11
C 3.75 2.42 -0.74
C 2.38 2.27 -0.93
N 1.55 1.98 0.07
C 2.08 1.85 1.31
C 3.44 1.98 1.59
C 4.29 2.28 0.51
C 3.90 1.79 2.94
C 3.03 1.49 3.93
C 1.63 1.33 3.67
C 0.68 0.99 4.64
C -0.64 0.86 4.28
C -1.01 1.08 2.95
N -0.14 1.40 2.01
C 1.16 1.53 2.36
H 4.38 2.64 -1.60
H 1.91 2.35 -1.90
H 5.36 2.39 0.68
H 4.95 1.90 3.15
H 3.38 1.34 4.94
H 1.00 0.83 5.66
H -1.40 0.59 5.00
H -2.04 1.01 2.62
S -3.50 4.63 1.75
C -2.47 3.63 0.93
S -2.86 2.07 0.26
S -0.81 4.03 0.55
C -2.49 -5.10 4.09
C -2.13 -4.12 3.01
C -3.02 -3.81 1.99
C -2.71 -2.90 0.99
C -3.76 -2.60 -0.05
C -1.44 -2.29 0.99
Te -1.07 -0.84 -0.55
N -0.42 1.62 -1.83
C -0.65 1.48 -3.12
O -0.65 0.38 -3.73
C -0.95 2.74 -3.89
C -1.15 3.97 -3.27
C -1.42 5.10 -4.03
C -1.49 5.02 -5.41
C -1.30 3.79 -6.04
C -1.04 2.66 -5.28
C 0.73 -1.68 -1.32
C 1.95 -1.24 -0.84
C 3.14 -1.73 -1.37
C 3.10 -2.66 -2.39
C 1.88 -3.07 -2.89
C 0.67 -2.59 -2.38
C -0.63 -3.01 -3.01
C -0.54 -2.58 2.02
C 0.83 -1.95 2.10
C -0.89 -3.49 3.00
H -3.49 -5.51 3.94
H -2.47 -4.62 5.07
H -1.78 -5.93 4.12
H -4.00 -4.28 1.99
H -4.63 -3.24 0.10
H -3.38 -2.74 -1.06
H -4.09 -1.56 0.02
H -1.10 4.03 -2.19
H -1.58 6.05 -3.53
H -1.71 5.90 -6.00
H -1.37 3.72 -7.12
H -0.89 1.69 -5.74
H 1.99 -0.51 -0.05
H 4.09 -1.37 -0.98
H 4.02 -3.05 -2.82
H 1.85 -3.78 -3.71
H -0.45 -3.70 -3.83
H -1.14 -2.12 -3.40
H -1.28 -3.49 -2.28
H 0.81 -0.94 1.70
H 1.55 -2.52 1.51
H 1.17 -1.91 3.13
H -0.18 -3.71 3.80


Entry 7:
63
Properties=species:S:1:pos:R:3 method="wB97M-V/def2-TZVPD" relative_energy_kj_mol=39.2 charge=+1 max_force_ev_per_a=2.7 e_tot_ev=-109259.184
Zr -0.57 -0.91 0.73
C 2.31 -0.99 4.09
C 1.77 -1.63 2.82
C 2.63 -2.65 2.16
O 1.39 -0.59 1.93
C 0.48 -2.37 3.12
O 0.31 -3.10 4.05
O -0.51 -2.13 2.19
H 3.33 -0.61 3.89
H 2.34 -1.64 4.93
H 1.71 -0.09 4.35
H 3.66 -2.26 1.82
H 2.08 -3.11 1.36
H 2.77 -3.46 2.90
H 2.15 -0.36 1.30
C -3.38 -3.85 -1.28
C -3.04 -2.46 -0.84
O -1.95 -2.23 -0.27
N -3.95 -1.48 -0.93
C -3.83 -0.17 -0.27
C -2.96 0.88 -0.90
C -3.58 2.09 -1.29
C -2.86 2.96 -2.05
C -1.53 2.60 -2.30
C -0.99 1.44 -1.81
N -1.69 0.54 -1.10
H -4.44 -3.95 -1.46
H -3.01 -4.58 -0.52
H -2.92 -4.02 -2.24
H -4.82 -1.79 -1.40
H -3.31 -0.40 0.66
H -4.88 0.13 -0.13
H -4.60 2.21 -1.03
H -3.12 3.92 -2.45
H -0.90 3.29 -2.89
H 0.01 1.09 -2.10
Cl -3.33 5.90 1.01
C -2.79 4.34 1.12
C -1.45 4.04 0.85
Cl -0.41 5.22 0.19
C -1.00 2.71 1.03
Cl 0.66 2.17 0.71
C -1.85 1.74 1.64
O -1.40 0.52 1.80
C -3.10 2.11 2.04
Cl -4.08 0.90 2.84
C -3.61 3.37 1.70
Cl -5.25 3.73 1.99
C 4.28 1.29 -2.42
Si 3.99 -0.49 -2.13
C 5.16 -1.04 -0.84
C 4.23 -1.60 -3.56
C 2.24 -0.64 -1.38
C 1.22 -0.64 -0.69
H 5.27 1.50 -2.90
H 4.25 1.81 -1.46
H 3.51 1.82 -3.03
H 6.19 -1.32 -1.23
H 4.76 -1.93 -0.47
H 5.31 -0.33 -0.05
H 5.10 -1.27 -4.21
H 3.34 -1.58 -4.18
H 4.67 -2.65 -3.42